This record from OMol25 describes C40H77B3N2O24S2 as an isolated structure. The level of theory is ωB97M-V with the def2-TZVPD basis set.

ORCA input file:
```
! RIJCOSX wB97M-V def2-TZVPD def2/J DEFGRID3
* xyz 0 1
C 4.96855 -3.11574 3.39382
C 5.42175 -3.46208 1.94089
C 5.47487 -2.13721 1.12672
C 5.17808 -2.29628 -0.38353
C 5.96149 -1.20927 -1.20933
C 5.04949 -0.10964 -1.81210
C 4.96643 1.23850 -1.03841
C 5.24853 1.18080 0.47450
C 5.43388 2.61379 1.04890
C 4.11159 3.39253 1.16071
C 3.13834 2.83204 2.22626
C 1.80582 3.63123 2.13093
B 0.70158 2.77020 1.38438
O 1.11005 1.85779 0.40891
B 0.07823 1.29988 -0.33238
O -1.13744 1.96655 -0.33134
B -1.51772 2.20828 0.99089
C -2.87442 1.70464 1.63499
C -4.14466 2.19322 0.87837
C -4.20365 1.79528 -0.61194
S -3.64226 0.09043 -0.95620
C -4.84529 -0.99819 -0.27368
S -6.43501 -0.61895 -0.32368
N -4.45367 -2.20006 0.35100
C -3.72569 -2.26283 1.51750
C -3.59275 -3.58322 1.80889
N -4.20798 -4.32639 0.82093
C -4.70543 -3.49476 -0.02490
O -0.63060 2.94896 1.76723
H 5.43808 -3.75009 4.15139
H 5.33585 -2.09670 3.58589
H 3.87672 -3.08317 3.46709
H 4.77894 -4.22457 1.49286
H 6.46080 -3.80168 2.04387
H 4.70348 -1.47477 1.54150
H 6.45490 -1.68437 1.30950
H 5.42934 -3.29761 -0.75580
H 4.10785 -2.16209 -0.58968
H 6.82955 -0.82810 -0.66571
H 6.37592 -1.76208 -2.06787
H 5.47772 0.13225 -2.79799
H 4.05764 -0.52309 -2.03021
H 3.92786 1.58999 -1.13837
H 5.58441 2.03221 -1.48139
H 4.37043 0.74531 0.96490
H 6.15329 0.63058 0.74597
H 5.84113 2.50061 2.06459
H 6.11570 3.20269 0.41992
H 4.31329 4.43417 1.45604
H 3.58361 3.46243 0.19765
H 2.98786 1.75442 2.09591
H 3.61454 2.94258 3.21137
H 1.44113 3.98286 3.10315
H 1.95732 4.54111 1.52523
H 0.27583 0.30940 -0.95175
H -2.91371 2.12809 2.64794
H -2.86472 0.61583 1.75649
H -4.15894 3.28686 0.96073
H -5.00905 1.75744 1.39568
H -5.19395 1.95868 -1.04724
H -3.49563 2.42410 -1.16502
H -3.36447 -1.39359 2.04651
H -3.09468 -3.96853 2.68730
H -5.26100 -3.69556 -0.93305
C -7.80499 0.85044 2.40188
O -7.30626 1.30424 3.66230
C -8.21595 1.91459 4.42423
O -9.36768 2.10155 4.13642
O -7.62247 2.28273 5.56172
C -8.48558 2.95360 6.48033
H -6.97337 0.37688 1.88116
H -8.59799 0.11548 2.54078
H -8.16275 1.68887 1.80431
H -9.30621 2.30422 6.78128
H -8.86921 3.87514 6.04500
H -7.89097 3.19879 7.35651
C -7.82646 -3.34390 1.50114
O -9.02065 -3.95183 1.00143
C -10.13288 -3.54102 1.60850
O -10.19539 -2.73447 2.49971
O -11.16749 -4.17780 1.05613
C -12.43641 -3.83058 1.61395
H -6.99435 -3.75013 0.93909
H -7.85355 -2.26731 1.35358
H -7.68314 -3.58505 2.55423
H -12.64426 -2.77143 1.47012
H -12.47700 -4.08591 2.67172
H -13.19145 -4.40785 1.08555
C -13.57520 -5.94172 -1.93772
O -14.76789 -6.54936 -2.43467
C -15.88040 -6.13773 -1.82678
O -15.94095 -5.33206 -0.93459
O -16.91447 -6.77387 -2.37819
C -18.18164 -6.42676 -1.81874
H -12.74191 -6.35040 -2.50272
H -13.60161 -4.86311 -2.08627
H -13.43307 -6.17872 -0.88437
H -18.38786 -5.36707 -1.96131
H -18.21843 -6.68298 -0.76101
H -18.93372 -7.00612 -2.34776
C 9.38247 -4.20822 -5.07925
O 8.84527 -3.77035 -6.32871
C 8.01701 -2.73089 -6.23330
O 7.70748 -2.16580 -5.21680
O 7.59067 -2.42569 -7.45902
C 6.68782 -1.32030 -7.50713
H 10.03483 -5.05135 -5.29020
H 9.96809 -3.41693 -4.61362
H 8.58669 -4.53613 -4.41214
H 7.16753 -0.41536 -7.13705
H 5.78622 -1.53474 -6.93521
H 6.41720 -1.17415 -8.54945
C 8.95868 0.54888 -1.98424
O 9.92783 -0.04203 -1.11563
C 10.66355 0.83729 -0.43797
O 10.57239 2.03654 -0.50311
O 11.52010 0.16125 0.32863
C 12.37335 0.99514 1.11189
H 8.42277 -0.25717 -2.47884
H 8.24372 1.14215 -1.41426
H 9.44437 1.15958 -2.74403
H 11.78752 1.60478 1.79672
H 12.99102 1.62402 0.47185
H 13.02243 0.34527 1.69239
C 12.47424 4.53702 2.09328
O 13.44414 3.95264 2.96625
C 14.17860 4.83708 3.64253
O 14.08582 6.03368 3.57228
O 15.03517 4.16151 4.41123
C 15.89263 4.98877 5.19832
H 11.94646 3.72384 1.60438
H 11.75537 5.13168 2.65484
H 12.95751 5.14586 1.33084
H 15.31129 5.60115 5.88593
H 16.51296 5.61667 4.56058
H 16.53521 4.32708 5.77323
C -5.82937 1.78884 -4.34244
O -5.44558 3.15886 -4.47086
C -6.34101 3.92101 -5.10218
O -7.39453 3.55048 -5.54717
O -5.86267 5.16509 -5.15267
C -6.72469 6.09734 -5.80702
H -5.02796 1.27426 -3.81647
H -6.74443 1.69852 -3.75832
H -5.95526 1.32927 -5.32150
H -7.67528 6.17635 -5.28180
H -6.88572 5.80937 -6.84470
H -6.22749 7.06343 -5.78270
*
```

- Energy relative to the best compared isomer or geometry (same formula, charge and spin): 1.2131 eV
- Energy: -4356.82486 Ha
- HOMO-LUMO gap: 8.121 eV
- Highest occupied orbital energy: -9.2641 eV

This record from OMol25 describes C40H78BI3N7O9S2 as an isolated structure. The level of theory is ωB97M-V with the def2-TZVPD basis set.

ORCA input file:
```
! RIJCOSX wB97M-V def2-TZVPD def2/J DEFGRID3
* xyz -1 1
C 2.73575 3.03448 3.13992
C 2.80856 1.68295 2.40340
C 4.21865 1.09175 2.33755
C 5.14019 1.93224 1.45522
C 6.52876 1.34254 1.14947
C 6.60345 -0.13070 0.73427
C 6.43805 -0.35639 -0.77955
C 4.96086 -0.32105 -1.13227
C 4.61442 -0.36273 -2.61263
I 5.36856 -2.24787 -3.50716
O 5.33630 0.57198 -3.28960
B 4.50118 1.80580 -3.51664
C 4.83532 2.29816 -5.03686
N 4.85755 2.77774 -2.31972
C 6.21698 3.29789 -2.42368
C 3.96134 3.84725 -2.13074
C 3.66971 4.80119 -3.26897
O 3.41351 4.03596 -1.06934
O 3.13885 1.31500 -3.30309
C 3.05758 -0.01961 -2.84826
C 2.18634 0.13173 -1.57784
C 0.78680 0.70744 -1.85947
C -0.30986 -0.35590 -1.85649
S -1.78014 0.24647 -2.77573
C -3.02346 0.02815 -1.53120
S -3.30543 -1.43097 -0.85005
N -3.71728 1.20312 -1.22987
C -4.64904 1.57733 -2.31885
C -5.22592 2.94041 -2.01391
O -6.00647 2.89749 -0.82553
C -5.16303 2.48758 0.25337
C -4.54380 1.13042 -0.02569
C 2.31902 -0.84129 -3.92741
I 1.84332 0.16779 -5.69659
C 1.86815 -2.09490 -3.85786
C 1.11916 -2.84097 -4.92659
I 2.08069 -3.22773 -2.09655
H 2.53357 3.82801 2.41790
H 1.87336 3.02591 3.80972
H 3.65118 3.25175 3.68941
H 2.14613 0.96953 2.89929
H 2.42152 1.79125 1.38686
H 4.62484 1.03806 3.35510
H 4.12182 0.07348 1.95480
H 4.61373 2.20587 0.53701
H 5.31147 2.87904 1.98011
H 7.17797 1.52605 2.01240
H 6.94253 1.94757 0.33517
H 7.59623 -0.50019 1.01544
H 5.89124 -0.75243 1.28077
H 6.98389 0.43855 -1.29013
H 6.89092 -1.31364 -1.04367
H 4.55151 0.61466 -0.76079
H 4.47582 -1.15535 -0.61102
H 4.72594 1.43064 -5.69164
H 4.17545 3.08009 -5.42091
H 5.87213 2.63399 -5.13615
H 6.88846 2.50482 -2.75106
H 6.57224 3.66775 -1.45522
H 6.32992 4.12818 -3.13945
H 3.61815 5.81579 -2.87383
H 2.71297 4.53507 -3.71858
H 4.43142 4.76648 -4.04395
H 2.06165 -0.79374 -1.01450
H 2.69474 0.81832 -0.90979
H 0.76528 1.27278 -2.78999
H 0.54740 1.41442 -1.06197
H -0.00308 -1.28319 -2.32859
H -0.65517 -0.59548 -0.85328
H -5.46964 0.84844 -2.31575
H -4.16605 1.59794 -3.29348
H -5.85011 3.28223 -2.83572
H -4.41268 3.66170 -1.86476
H -5.81401 2.44702 1.12682
H -4.38033 3.24310 0.38624
H -5.36394 0.42812 -0.16516
H -3.97706 0.84271 0.85987
H 0.12215 -2.41119 -5.05735
H 0.98202 -3.87929 -4.63384
H 1.66662 -2.82097 -5.86859
C 0.33582 -2.85885 3.70446
C 0.73815 -2.80660 2.24913
O 1.49624 -1.95796 1.81501
N 0.22347 -3.76212 1.42376
C -0.67558 -4.84408 1.75430
H 0.82773 -2.03670 4.21556
H -0.74443 -2.74892 3.81368
H 0.64788 -3.80387 4.15285
H 0.54104 -3.67135 0.47154
H -0.22142 -5.81266 1.53184
H -1.60030 -4.76505 1.17822
H -0.91926 -4.82278 2.81086
C 4.23613 -5.89244 4.02932
C 2.83736 -6.06902 3.48700
O 1.84639 -5.78951 4.14547
N 2.71722 -6.55098 2.22540
C 3.75560 -6.94034 1.28701
H 4.15981 -5.50035 5.03834
H 4.76706 -6.84484 4.05530
H 4.80231 -5.19000 3.41710
H 1.76016 -6.62910 1.92090
H 3.68126 -6.32571 0.38996
H 3.62438 -7.98614 1.00417
H 4.74292 -6.81269 1.71668
C -8.40858 1.84770 -3.67382
C -7.41315 1.14141 -4.56588
O -6.32014 1.61770 -4.83627
N -7.77016 -0.07855 -5.04040
C -8.99659 -0.81172 -4.79346
H -7.98122 2.79600 -3.36363
H -9.34123 2.03684 -4.20684
H -8.62402 1.24515 -2.78908
H -7.06635 -0.50580 -5.62146
H -8.78121 -1.76315 -4.30664
H -9.51883 -1.01045 -5.73207
H -9.65125 -0.24409 -4.14225
C 0.09622 3.32307 6.34624
C 0.12118 1.82201 6.16012
O 0.03408 1.30762 5.06289
N 0.25201 1.05513 7.28130
C 0.37303 1.48967 8.65630
H -0.00877 3.78021 5.36767
H -0.74381 3.62502 6.97355
H 1.02201 3.67512 6.80269
H 0.26726 0.06617 7.08950
H 1.31560 1.14768 9.08855
H -0.44423 1.09187 9.26187
H 0.34462 2.57262 8.71210
C -7.87562 0.18652 0.20870
C -9.16015 -0.52567 -0.13943
O -9.45887 -0.80277 -1.29162
N -9.99386 -0.84950 0.88534
C -9.80968 -0.60312 2.30113
H -7.31640 0.38457 -0.69632
H -8.10110 1.13924 0.69074
H -7.26791 -0.42498 0.87731
H -10.83355 -1.32002 0.58822
H -9.80191 -1.54197 2.85772
H -10.61618 0.02031 2.69170
H -8.86795 -0.09441 2.47480
*
```

- Energy: -4345.89020 Ha
- HOMO-LUMO gap: 6.779 eV
- Highest occupied orbital energy: -5.0224 eV

This record from OMol25 describes a 5-piece molecular cluster, C40H78Br3F3N4O6P2 overall. The level of theory is ωB97M-V with the def2-TZVPD basis set.

ORCA input file:
```
! RIJCOSX wB97M-V def2-TZVPD def2/J DEFGRID3
* xyz 0 5
O 2.11384 -0.68795 -3.38835
P 0.69317 0.07903 -3.09304
Br -0.75781 -1.54607 -2.53757
P 0.83914 1.28714 -1.28541
O 1.89658 0.52392 -0.26519
C 1.73091 2.83883 -1.72693
C 2.07476 2.99396 -3.21302
C 2.22179 4.42590 -3.66560
F 2.92248 5.16412 -2.83032
Br 3.23440 4.34805 -5.36149
C 0.89623 5.12043 -4.01612
F 0.16889 4.34563 -4.75265
F 1.12872 6.20304 -4.70702
Br -0.11463 5.63700 -2.45572
H 1.95241 -1.47091 -3.93956
H 1.38720 0.01615 0.38180
H 1.19830 3.67425 -1.31205
H 2.66679 2.79036 -1.18577
H 1.37707 2.51915 -3.88791
H 3.02338 2.51328 -3.37779
C -6.74789 -1.61744 -2.38106
C -5.46789 -0.97439 -1.78500
C -5.39135 -1.20579 -0.27239
C -6.34042 -0.32612 0.53701
C -6.12324 1.14474 0.18531
C -6.24866 1.41573 -1.31361
N -5.40120 0.48038 -2.11727
O -4.17927 0.86977 -2.05224
C -7.73777 1.31765 -1.70771
C -5.86614 2.86256 -1.61004
C -4.31845 -1.74171 -2.42892
H -6.53624 -2.08366 -3.34359
H -7.14452 -2.39215 -1.72294
H -7.55251 -0.91835 -2.57983
H -4.36955 -1.01135 0.07021
H -5.58662 -2.25789 -0.05765
H -7.37835 -0.62364 0.36175
H -6.15645 -0.47655 1.60303
H -6.84240 1.76385 0.72614
H -5.13097 1.44783 0.53451
H -7.85788 1.33924 -2.79186
H -8.28859 2.16523 -1.30005
H -8.23239 0.42965 -1.31917
H -4.86342 3.10685 -1.26397
H -6.55674 3.53648 -1.10419
H -5.92015 3.06737 -2.68057
H -4.27990 -1.56725 -3.50515
H -4.46323 -2.81132 -2.26826
H -3.35031 -1.47418 -2.00830
C 1.14218 -1.18974 5.97125
C 1.00247 -1.29662 4.42947
C -0.41816 -0.93266 3.98524
C -1.44973 -2.02228 4.26225
C -0.99372 -3.34658 3.65118
C 0.40022 -3.76264 4.12190
N 1.39371 -2.65591 3.95324
O 1.72873 -2.58467 2.71523
C 0.30538 -4.22405 5.59179
C 0.85442 -5.00212 3.35712
C 1.94603 -0.22917 3.89153
H 2.10472 -0.75645 6.24547
H 0.36536 -0.55248 6.39674
H 1.10442 -2.13929 6.49293
H -0.41917 -0.72840 2.90881
H -0.72102 -0.00222 4.46931
H -1.61777 -2.12252 5.33830
H -2.40979 -1.73261 3.82968
H -1.70861 -4.13359 3.90016
H -1.00441 -3.25399 2.56036
H 1.29767 -4.37229 6.02035
H -0.22242 -5.17570 5.65071
H -0.25063 -3.53816 6.22787
H 0.84834 -4.85161 2.27917
H 0.18309 -5.83265 3.57186
H 1.86107 -5.29722 3.65782
H 2.98524 -0.46225 4.12705
H 1.70823 0.73313 4.34813
H 1.86641 -0.09808 2.81326
C 0.06552 4.21306 5.03603
C -0.11013 4.24618 6.57736
C 0.05670 5.67018 7.11907
C 1.50560 6.14889 7.16552
C 2.36626 5.15266 7.94114
C 2.26151 3.73255 7.38712
N 0.83635 3.29873 7.23813
O 0.37569 2.98215 8.39401
C 3.01556 3.67064 6.04359
C 3.01641 2.76886 8.29756
C -1.56058 3.83032 6.80341
H -0.65565 3.53595 4.57650
H -0.08944 5.20048 4.59878
H 1.03422 3.85911 4.70105
H -0.35211 5.71983 8.13344
H -0.54159 6.35748 6.51857
H 1.89034 6.29516 6.15217
H 1.55085 7.12520 7.65228
H 3.41005 5.47285 7.92163
H 2.05979 5.16397 8.99186
H 2.82595 2.72424 5.53378
H 4.09152 3.74296 6.20110
H 2.76905 4.48584 5.36606
H 2.66019 2.80180 9.32549
H 4.07381 3.02989 8.31277
H 2.92873 1.74271 7.93544
H -1.72700 2.79801 6.49187
H -2.21220 4.47182 6.20922
H -1.86686 3.92572 7.84376
C 5.36722 -4.34874 -7.45077
C 3.85482 -4.60881 -7.22471
C 3.26307 -5.43456 -8.37169
C 3.04831 -4.64217 -9.65662
C 2.21005 -3.39759 -9.37688
C 2.80296 -2.52334 -8.27280
N 3.11717 -3.32061 -7.03865
O 2.03153 -3.56494 -6.39808
C 4.06126 -1.82016 -8.82413
C 1.84522 -1.38094 -7.95078
C 3.80071 -5.46484 -5.96258
H 5.92044 -4.43327 -6.51511
H 5.79258 -5.07171 -8.14832
H 5.60258 -3.35938 -7.82606
H 2.29889 -5.84774 -8.05810
H 3.90869 -6.29170 -8.56973
H 4.01075 -4.37499 -10.10256
H 2.53621 -5.26866 -10.38985
H 2.11180 -2.80801 -10.29076
H 1.19756 -3.70718 -9.09909
H 4.60960 -1.31637 -8.02671
H 3.77536 -1.06316 -9.55391
H 4.74096 -2.49117 -9.34540
H 0.85375 -1.72657 -7.66177
H 1.71662 -0.74723 -8.82697
H 2.23994 -0.75830 -7.14506
H 4.15493 -4.90822 -5.09401
H 4.44660 -6.33366 -6.09332
H 2.79853 -5.83125 -5.74691
*
```

- Energy relative to the best compared isomer or geometry (same formula, charge and spin): 1.8187 eV
- Energy: -10945.49062 Ha
- HOMO-LUMO gap (alpha / beta): 8.208 / 8.183 eV
- Highest occupied orbital energy (alpha / beta): -7.9889 / -7.9889 eV
- <S²>: 6.02